{"formula": "C5H7NO", "method": "wB97M-V/def2-TZVPD", "elements": ["O", "C", "C", "C", "C", "C", "N", "H", "H", "H", "H", "H", "H", "H"], "xyz": [[-1.47617, 0.89439, 2.51837], [-2.08327, 0.22454, 1.43491], [-1.05850, -0.15396, 0.46910], [0.01791, -0.38343, -0.01126], [1.25113, -0.66635, -0.67411], [1.40580, -0.18527, -2.06607], [2.17380, 0.42435, -0.98883], [-0.86015, 0.27977, 2.94069], [-2.63750, -0.67554, 1.74982], [-2.76369, 0.94273, 0.97352], [1.72229, -1.59055, -0.36910], [0.57386, 0.36837, -2.49527], [1.98137, -0.79052, -2.75557], [1.75314, 1.31146, -0.72619]], "molar_mass_g_mol": 97.1, "gap_ev": 10.1429, "smiles": "OCC#C[C@H]1CN1", "e_tot_ev": -8832.7596, "charge": 0, "max_force_ev_per_a": 0.6, "multiplicity": 1, "e_above_lowest_kj_mol": 332.2}

{"formula": "C5H7NO", "method": "wB97M-V/def2-TZVPD", "elements": ["C", "C", "C", "C", "O", "N", "C", "H", "H", "H", "H", "H", "H", "H"], "xyz": [[-1.89867, 0.59722, -0.17097], [-0.49174, 0.18627, 0.10975], [0.02743, -1.03588, 0.28113], [1.42578, -0.80636, 0.79563], [2.09555, -1.53595, 1.46815], [1.78468, 0.57849, 0.49548], [0.65695, 1.12366, 0.22288], [-2.02054, 1.68131, -0.09874], [-2.57234, 0.13292, 0.55419], [-2.21292, 0.28620, -1.17128], [-0.43898, -2.00868, 0.19103], [0.57604, 2.19190, 0.02790], [1.81308, -0.44503, -1.30708], [1.25567, -0.94609, -1.39807]], "molar_mass_g_mol": 97.1, "gap_ev": 9.2714, "smiles": "CC1=CC(=O)N=C1.[H][H]", "e_tot_ev": -8833.5624, "charge": 0, "max_force_ev_per_a": 0.8, "multiplicity": 1, "e_above_lowest_kj_mol": 254.8}

{"formula": "C5H7NO", "method": "wB97M-V/def2-TZVPD", "elements": ["C", "C", "C", "C", "N", "C", "O", "H", "H", "H", "H", "H", "H", "H"], "xyz": [[1.22940, 0.90376, -0.56534], [0.21993, 0.35597, 0.38394], [-1.21782, 0.81342, 0.47010], [-0.98457, -0.48060, -0.23278], [-1.08400, -1.74937, 0.40134], [0.01611, -2.22699, 0.37884], [1.01465, -2.83609, 0.22086], [0.87449, 0.90897, -1.59973], [2.13198, 0.28376, -0.52314], [1.51228, 1.92212, -0.28814], [0.66247, 0.12851, 1.34947], [-1.69401, 0.77904, 1.44400], [-1.50713, 1.66786, -0.13270], [-1.17376, -0.47034, -1.30673]], "molar_mass_g_mol": 97.1, "gap_ev": 10.4751, "smiles": "C[C@H]1C[C@@H]1N=C=O", "e_tot_ev": -8834.3112, "charge": 0, "max_force_ev_per_a": 4.3, "multiplicity": 1, "e_above_lowest_kj_mol": 182.5}

{"formula": "C5H7NO", "method": "wB97M-V/def2-TZVPD", "elements": ["C", "C", "C", "C", "C", "N", "O", "H", "H", "H", "H", "H", "H", "H"], "xyz": [[1.88714, 0.21093, 0.00437], [-1.94666, 1.26973, 0.04412], [-1.95381, 0.01668, 0.36957], [1.00870, -0.47226, -1.05107], [0.32158, -1.08229, 0.14375], [1.21413, -0.44278, 1.00332], [2.80910, 0.97512, 0.01837], [-2.83179, 1.90295, 0.08331], [-1.05284, 1.77836, -0.28874], [-2.66243, -0.69566, 0.72191], [0.41048, 0.20979, -1.64888], [1.53716, -1.16483, -1.70178], [-0.01162, -2.09321, 0.29152], [1.27085, -0.41252, 2.01023]], "molar_mass_g_mol": 97.1, "gap_ev": [7.3381, 9.1998], "e_tot_ev": -8830.0701, "charge": 0, "max_force_ev_per_a": 1.6, "multiplicity": 3, "e_above_lowest_kj_mol": 128.0}

{"formula": "C5H7NO2", "method": "wB97M-V/def2-TZVPD", "elements": ["C", "C", "C", "C", "C", "H", "H", "H", "H", "H", "H", "H", "N", "O", "O"], "xyz": [[-0.24261, -1.60498, 0.72665], [-0.72755, 1.32148, -0.64275], [-0.04769, 1.42807, 0.65293], [0.95442, 0.31193, -0.16805], [0.68545, 1.07896, -1.42469], [-1.36905, -1.87980, 0.88292], [-1.48442, 1.89697, -0.88132], [-0.57879, 1.23881, 1.62936], [0.75876, 2.28475, 0.69997], [1.80043, -0.16298, 0.22658], [1.21440, 2.00725, -1.62349], [0.60770, 0.45207, -2.41100], [0.13393, -0.81262, -0.34069], [0.47312, -1.81887, 1.71019], [-1.17545, -0.10132, -0.58554]], "molar_mass_g_mol": 113.1, "gap_ev": 10.2918, "e_tot_ev": -10878.6824, "charge": 0, "max_force_ev_per_a": 6.3, "multiplicity": 1, "e_above_lowest_kj_mol": 476.1}

{"formula": "C5H7NO2", "method": "wB97M-V/def2-TZVPD", "elements": ["C", "C", "O", "C", "O", "N", "C", "C", "H", "H", "H", "H", "H", "H", "H"], "xyz": [[-1.43724, -0.29847, 0.06950], [-0.14929, 0.22269, -0.64442], [-0.36252, 0.61234, -1.92633], [1.17814, -0.32606, -0.50839], [1.60190, -1.60743, 0.03702], [1.21710, -1.39909, 1.34628], [0.82601, -0.21459, 1.61834], [0.88034, 0.79756, 0.28178], [-1.18078, -0.63372, 1.19732], [-2.33403, 0.54986, 0.12875], [-1.80792, -1.08117, -0.52428], [-1.24557, 1.09922, -2.15249], [1.61277, 0.12258, -1.59451], [0.20287, 0.30510, 2.55250], [0.99822, 1.85118, 0.11893]], "molar_mass_g_mol": 113.1, "gap_ev": 9.6500, "smiles": "C[C@]1(O)[C@@H]2ON=C[C@@H]21", "e_tot_ev": -10876.8370, "charge": 0, "max_force_ev_per_a": 8.6, "multiplicity": 1, "e_above_lowest_kj_mol": 654.2}

{"formula": "C5H7NO2", "method": "wB97M-V/def2-TZVPD", "elements": ["C", "C", "C", "C", "C", "N", "O", "O", "H", "H", "H", "H", "H", "H", "H"], "xyz": [[1.17449, -0.44515, -1.32236], [-0.05074, -1.25252, -0.91812], [0.61692, 0.11451, 1.29150], [-0.27077, 1.08046, 0.44227], [0.38963, -0.11226, -0.11611], [-1.70950, 1.03555, 0.64812], [-2.25923, 2.04475, 0.26926], [-2.27166, 0.02895, 1.03704], [2.00673, -1.10935, -1.04983], [1.26262, -0.08368, -2.29215], [-1.06127, -1.01395, -1.28708], [-0.01690, -2.30611, -0.63716], [1.65190, 0.30806, 1.56184], [0.10786, -0.50003, 2.09938], [0.42991, 2.21078, 0.27341]], "molar_mass_g_mol": 113.1, "gap_ev": 10.6180, "e_tot_ev": -10877.2248, "charge": 0, "max_force_ev_per_a": 5.2, "multiplicity": 1, "e_above_lowest_kj_mol": 616.8}

{"formula": "C5H7NO2", "method": "wB97M-V/def2-TZVPD", "elements": ["C", "C", "C", "C", "C", "N", "O", "O", "H", "H", "H", "H", "H", "H", "H"], "xyz": [[1.30210, -0.56347, -0.67694], [-0.38113, 0.90503, -1.37424], [0.67411, -0.09573, 0.38165], [-0.46828, 0.78126, 0.08729], [-1.93727, 0.22787, 0.56484], [2.33847, -1.24643, -1.16333], [-0.82311, 1.42008, -2.32113], [0.83395, -0.47685, 1.68751], [-0.45372, 1.79705, 0.58627], [-2.10252, 0.66362, 1.55436], [-1.77973, -0.82211, 0.75525], [-2.73628, 0.38628, -0.20639], [2.56421, -2.00309, -0.55203], [-0.08305, -0.47377, 2.07838], [3.05224, -0.49973, -1.40148]], "molar_mass_g_mol": 113.1, "gap_ev": [7.6622, 7.6627], "e_tot_ev": -10878.7767, "charge": 0, "max_force_ev_per_a": 5.3, "multiplicity": 1, "e_above_lowest_kj_mol": 467.1}